This record from the OMol25 dataset describes a 3-piece molecular cluster, C5H8O2 overall. The level of theory is ωB97M-V with the def2-TZVPD basis set.

Highest occupied orbital energy ... -8.8 eV
2S+1 ... 1
ΔE to the lowest compared entry with this formula, charge and spin ... 7.1694 eV
Kohn-Sham gap ... 8.5 eV
Calculated total energy ... -9402.6628 eV
Net charge ... 0

Geometry (Å):
1 C -1.526 -0.411 0.388
2 C -0.356 0.352 0.381
3 O -0.573 1.725 0.487
4 C 1.027 -0.109 1.005
5 C 1.730 -0.230 -0.325
6 O 0.968 -1.226 -1.038
7 C 0.477 0.043 -1.051
8 H -1.474 -1.490 0.500
9 H -2.484 0.063 0.575
10 H -1.697 -0.331 -1.378
11 H -0.148 2.140 -0.278
12 H 1.396 0.678 1.664
13 H 0.949 -1.060 1.537
14 H 2.762 -0.074 -0.612
15 H -1.053 -0.070 -1.856

Cartesian forces (eV/Å) of the 6 atoms listed first:
0.075 0.021 0.102
-0.316 -0.268 -0.004
0.067 0.182 -0.058
0.155 -0.029 0.185
0.353 0.096 0.148
-0.125 -0.154 -0.112

Results of the Löwdin charge analysis, in e, for atoms 1 through 5: 0.06 -0.57 0.01 -0.03 -0.21

---

This record from the OMol25 dataset describes C12H24F7Hf2O8P2 as an isolated structure in a non-equilibrium geometry. The level of theory is ωB97M-V with the def2-TZVPD basis set.

Highest occupied orbital energy ... -16.6 eV
2S+1 ... 1
Kohn-Sham gap ... 3.9 eV
Calculated total energy ... -69409.4956 eV
Net charge ... +3

Geometry (Å):
1 Hf -0.123 -0.460 -3.478
2 Hf -1.032 2.622 1.824
3 F -2.705 1.125 1.828
4 F -0.980 -2.477 -3.329
5 F 1.495 1.009 -2.927
6 O -0.201 0.653 0.882
7 P 0.230 -0.590 0.189
8 O 0.077 -0.793 -1.279
9 F -0.291 -1.886 0.941
10 F 1.795 -0.770 0.458
11 O -1.246 1.277 -2.570
12 P -1.745 2.501 -1.866
13 O -1.490 2.631 -0.378
14 F -3.317 2.558 -2.034
15 F -1.141 3.741 -2.618
16 C -3.480 -2.602 -0.400
17 C -3.772 -1.247 -1.100
18 O -2.818 -0.608 -1.509
19 C -5.166 -0.729 -1.052
20 H -4.466 -3.067 -0.350
21 H -3.144 -2.580 0.636
22 H -2.774 -3.180 -0.993
23 H -5.601 -1.070 -0.114
24 H -5.693 -1.039 -1.954
25 H -5.112 0.359 -1.010
26 C 1.555 4.725 -1.100
27 C 1.903 3.550 -0.286
28 O 1.007 2.876 0.265
29 C 3.357 3.344 0.019
30 H 0.503 5.002 -1.089
31 H 1.882 4.435 -2.103
32 H 2.079 5.627 -0.780
33 H 3.901 3.271 -0.925
34 H 3.568 2.363 0.446
35 H 3.763 4.130 0.655
36 C 3.853 -1.858 -1.681
37 C 2.614 -2.486 -2.281
38 O 1.818 -1.893 -2.992
39 C 2.340 -3.907 -1.784
40 H 4.019 -2.189 -0.658
41 H 3.748 -0.781 -1.807
42 H 4.736 -2.191 -2.232
43 H 2.990 -4.616 -2.298
44 H 1.306 -4.219 -1.939
45 H 2.447 -3.924 -0.700
46 C -1.190 -1.266 4.437
47 C -0.153 -0.261 4.144
48 O -0.448 0.712 3.428
49 C 1.164 -0.275 4.876
50 H -2.169 -1.129 3.979
51 H -1.423 -1.330 5.504
52 H -0.939 -2.307 4.216
53 H 1.466 0.772 4.862
54 H 1.845 -0.782 4.184
55 H 1.160 -0.773 5.840

Cartesian forces (eV/Å) of the 6 atoms listed first:
2.144 -1.816 7.689
-1.172 -10.645 -5.944
3.299 4.415 0.306
1.554 4.627 -1.004
-2.819 -2.470 -1.614
-0.655 1.426 0.677

Results of the Löwdin charge analysis, in e, for atoms 1 through 5: 2.26 2.39 -0.40 -0.46 -0.50

---

This record from the OMol25 dataset describes C23H22Cl2MoN5O5S2SeSi as an isolated structure. The level of theory is ωB97M-V with the def2-TZVPD basis set.

Highest occupied orbital energy (alpha / beta) ... -5.0 / -5.1 eV
2S+1 ... 3
ΔE to the lowest compared entry with this formula, charge and spin ... 0.3295 eV
Kohn-Sham gap (alpha / beta) ... 7.0 / 6.6 eV
Calculated total energy ... -163698.9936 eV
Net charge ... -1
⟨S²⟩ ... 2.023

Geometry (Å):
1 Mo 0.403 0.036 -0.341
2 Cl 2.341 -2.889 -6.314
3 C 1.915 -2.726 -4.639
4 C 2.036 -1.473 -4.046
5 C 1.692 -1.334 -2.715
6 N 1.777 -0.181 -1.936
7 C 2.765 0.719 -2.093
8 O 3.508 0.875 -3.050
9 C 3.012 1.478 -0.815
10 C 4.018 2.424 -0.718
11 C 4.309 2.955 0.525
12 C 3.597 2.520 1.634
13 C 2.591 1.593 1.451
14 N 2.311 1.080 0.253
15 C 1.241 -2.432 -1.968
16 C 1.131 -3.677 -2.562
17 C 1.465 -3.812 -3.907
18 Cl 1.309 -5.380 -4.639
19 N 0.946 -2.094 -0.642
20 C 0.996 -3.005 0.328
21 O 1.283 -4.200 0.266
22 C 0.634 -2.403 1.650
23 C 0.616 -3.185 2.793
24 C 0.216 -2.616 3.985
25 C -0.167 -1.283 3.987
26 C -0.123 -0.570 2.805
27 N 0.286 -1.113 1.653
28 H 2.396 -0.629 -4.613
29 H 4.542 2.706 -1.620
30 H 5.088 3.700 0.632
31 H 3.802 2.904 2.623
32 H 1.976 1.252 2.274
33 H 0.804 -4.533 -1.997
34 H 0.907 -4.221 2.691
35 H 0.189 -3.200 4.896
36 H -0.512 -0.793 4.888
37 H -0.440 0.461 2.734
38 C -1.437 3.230 2.147
39 C -0.556 2.621 1.086
40 N -0.498 1.400 0.841
41 H -2.340 3.605 1.663
42 H -0.949 4.076 2.634
43 H -1.721 2.479 2.886
44 O 0.603 3.980 -2.623
45 S -0.187 3.181 -1.728
46 O -1.616 3.328 -1.789
47 O 0.254 1.765 -1.727
48 S 0.393 3.886 0.178
49 C -5.099 -0.987 -0.839
50 Si -3.633 -0.131 -0.022
51 C -3.565 -0.671 1.788
52 C -3.914 1.729 -0.069
53 Se -1.818 -0.969 -1.087
54 H -6.032 -0.725 -0.332
55 H -4.984 -2.072 -0.812
56 H -5.179 -0.684 -1.884
57 H -4.496 -0.432 2.312
58 H -2.748 -0.152 2.296
59 H -3.385 -1.745 1.867
60 H -4.839 1.962 -0.604
61 H -3.105 2.248 -0.582
62 H -4.006 2.122 0.946

Cartesian forces (eV/Å) of the 6 atoms listed first:
0.081 0.227 -0.075
0.012 0.006 -0.033
-0.014 0.003 0.029
-0.004 -0.021 0.002
-0.020 -0.107 -0.048
-0.066 0.077 0.207

Results of the Löwdin charge analysis, in e, for atoms 1 through 5: 1.46 0.64 -0.68 -0.03 -0.21

---

This record from the OMol25 dataset describes C4H4CsLiO2 as an isolated structure in a non-equilibrium geometry. The level of theory is ωB97M-V with the def2-TZVPD basis set.

Highest occupied orbital energy (alpha / beta) ... -7.6 / -7.6 eV
2S+1 ... 2
ΔE to the lowest compared entry with this formula, charge and spin ... 1.4025 eV
Kohn-Sham gap (alpha / beta) ... 4.1 / 4.0 eV
Calculated total energy ... -9049.6763 eV
Net charge ... +1
⟨S²⟩ ... 0.751

Geometry (Å):
1 H -1.395 2.637 1.583
2 C 1.554 0.240 -0.248
3 C 0.363 -0.304 0.128
4 C -0.902 0.389 -0.145
5 C -2.091 -0.182 -0.140
6 O -3.198 -0.574 0.033
7 O 2.657 -0.392 -0.464
8 Cs 6.680 -2.571 -1.428
9 Li -4.709 -0.611 1.159
10 H 1.590 1.345 -0.342
11 H 0.330 -1.282 0.616
12 H -0.881 1.304 -0.752

Cartesian forces (eV/Å) of the 6 atoms listed first:
-0.021 0.030 0.043
2.578 -0.594 -0.731
-1.344 -0.290 0.756
0.001 -0.978 -0.249
2.276 1.469 -0.384
-2.266 -0.700 0.871

Results of the Löwdin charge analysis, in e, for atoms 1 through 5: 0.08 -0.42 -0.17 -0.16 -0.22

---

This record from the OMol25 dataset describes a 2-piece molecular cluster, C6H10NS2 overall in a non-equilibrium geometry. The level of theory is ωB97M-V with the def2-TZVPD basis set.

Highest occupied orbital energy ... -12.1 eV
2S+1 ... 1
ΔE to the lowest compared entry with this formula, charge and spin ... 0.9178 eV
Kohn-Sham gap ... 7.0 eV
Calculated total energy ... -29536.0293 eV
Net charge ... +1

Geometry (Å):
1 C -3.206 1.599 1.021
2 C -2.001 2.237 1.311
3 C -3.135 0.282 0.851
4 C -0.958 1.358 1.262
5 C 1.967 -1.431 0.331
6 C 1.183 -1.285 -2.016
7 N 1.433 -0.742 -0.854
8 S -1.496 -0.261 1.043
9 S 0.761 1.786 1.072
10 H -4.113 2.258 0.999
11 H -1.871 3.326 1.518
12 H -3.840 -0.526 0.801
13 H 1.121 -2.166 0.613
14 H 2.924 -2.000 0.028
15 H 2.014 -0.739 1.290
16 H 1.073 -0.548 -2.829
17 H 1.251 -2.442 -2.156
18 H 1.133 0.256 -0.642
19 H 1.198 0.883 1.928

Cartesian forces (eV/Å) of the 6 atoms listed first:
-2.596 2.345 0.307
1.770 1.074 -0.036
0.876 -1.798 0.354
0.566 0.182 -0.037
-1.048 -1.585 1.555
1.216 -0.181 1.566

Results of the Löwdin charge analysis, in e, for atoms 1 through 5: -0.21 -0.19 -0.37 -0.94 -0.06

---

This record from the OMol25 dataset describes C22H50BiN3OP2S as an isolated structure in a non-equilibrium geometry. The level of theory is ωB97M-V with the def2-TZVPD basis set.

Highest occupied orbital energy ... -13.6 eV
2S+1 ... 1
ΔE to the lowest compared entry with this formula, charge and spin ... 0.2426 eV
Kohn-Sham gap ... 7.4 eV
Calculated total energy ... -65379.8944 eV
Net charge ... +2

Geometry (Å):
1 Bi -0.832 0.008 -1.229
2 P 0.046 -2.539 -1.540
3 P 0.027 2.552 -1.310
4 N -0.090 0.116 -3.356
5 C 0.126 -2.436 -3.380
6 H 0.873 -3.168 -3.728
7 H -0.845 -2.730 -3.800
8 C 0.513 -1.055 -3.970
9 H 1.623 -0.975 -3.960
10 H 0.247 -1.066 -5.052
11 C 0.509 1.338 -3.863
12 H 0.239 1.450 -4.938
13 H 1.619 1.260 -3.867
14 C 0.126 2.656 -3.143
15 H -0.841 3.001 -3.534
16 H 0.881 3.417 -3.400
17 C 1.499 3.454 -0.634
18 C 1.743 3.078 0.831
19 H 2.737 3.441 1.124
20 H 1.716 1.994 0.994
21 H 1.010 3.547 1.499
22 C -1.532 3.396 -0.715
23 C -1.566 3.478 0.815
24 H -2.602 3.661 1.130
25 H -0.962 4.314 1.189
26 H -1.237 2.552 1.307
27 C -1.528 -3.444 -1.064
28 C -1.570 -3.719 0.443
29 H -2.605 -3.955 0.725
30 H -1.255 -2.855 1.046
31 H -0.956 -4.587 0.715
32 C 1.523 -3.545 -1.010
33 C 1.834 -3.419 0.482
34 H 2.764 -3.964 0.691
35 H 1.047 -3.862 1.105
36 H 1.979 -2.381 0.801
37 C 1.677 0.032 -0.873
38 O 2.814 -0.011 -0.685
39 C -1.819 4.749 -1.367
40 H -1.114 5.522 -1.041
41 H -1.815 4.705 -2.461
42 H -2.822 5.069 -1.051
43 C -1.828 -4.702 -1.880
44 H -2.835 -5.049 -1.608
45 H -1.824 -4.523 -2.961
46 H -1.133 -5.518 -1.653
47 C 1.453 -5.018 -1.423
48 H 2.436 -5.472 -1.229
49 H 0.726 -5.581 -0.824
50 H 1.233 -5.160 -2.488
51 C 1.466 4.972 -0.836
52 H 0.744 5.468 -0.173
53 H 2.457 5.373 -0.577
54 H 1.262 5.262 -1.874
55 H 2.331 3.052 -1.237
56 H 2.345 -3.067 -1.572
57 H -2.330 2.699 -1.040
58 H -2.318 -2.704 -1.299
59 H -3.697 -0.202 -2.867
60 H -4.046 -0.228 -2.196
61 C -2.373 -0.127 2.928
62 N -1.147 -0.069 3.713
63 C -1.239 -0.516 5.108
64 C 0.056 -0.059 3.103
65 S 0.257 -0.380 1.427
66 N 1.161 0.141 3.871
67 C 1.169 1.256 4.823
68 C 2.463 -0.239 3.344
69 H -3.193 -0.147 3.644
70 H -2.425 -1.015 2.284
71 H -2.452 0.772 2.302
72 H -0.673 -1.443 5.281
73 H -0.874 0.259 5.785
74 H -2.291 -0.696 5.312
75 H 1.590 0.893 5.768
76 H 1.794 2.087 4.457
77 H 0.156 1.640 4.985
78 H 2.425 -1.276 3.003
79 H 2.798 0.397 2.510
80 H 3.177 -0.158 4.166

Cartesian forces (eV/Å) of the 6 atoms listed first:
-0.130 0.041 -1.557
-0.411 -1.136 -0.058
-0.458 1.180 0.086
-0.840 -0.095 1.530
-0.169 0.130 -0.374
-0.337 0.165 0.054

Results of the Löwdin charge analysis, in e, for atoms 1 through 5: 1.31 0.90 0.89 -0.36 -0.30

---

Look up the net charge of the second one.
+3

---

Look up the calculated total energy of the fourth one.
-9049.6763 eV